(1)
{"formula": "C4H14N2", "method": "the ωB97M-V functional and the def2-TZVPD basis", "symbols": ["C", "C", "N", "H", "H", "H", "H", "H", "H", "H", "C", "C", "N", "H", "H", "H", "H", "H", "H", "H"], "xyz": [[0.436, 1.315, -0.543], [1.793, 1.941, -0.679], [1.560, 3.274, -0.215], [-0.096, 1.451, 0.413], [0.459, 0.239, -0.784], [-0.123, 1.840, -1.335], [2.444, 1.372, 0.013], [2.292, 1.965, -1.667], [1.047, 3.837, -0.903], [1.035, 3.349, 0.663], [-0.258, -2.798, 0.779], [-1.317, -1.714, 0.924], [-1.774, -1.492, -0.426], [-0.564, -3.634, 0.128], [-0.107, -3.185, 1.801], [0.701, -2.397, 0.411], [-2.134, -1.970, 1.627], [-0.852, -0.774, 1.278], [-2.010, -0.533, -0.704], [-2.533, -2.086, -0.779]], "orbital_gap_ha": 0.359, "e_homo_ev": -8.73}

***

(2)
{"formula": "C4H14N2", "method": "the ωB97M-V functional and the def2-TZVPD basis", "symbols": ["C", "C", "N", "H", "H", "H", "H", "H", "H", "H", "C", "C", "N", "H", "H", "H", "H", "H", "H", "H"], "xyz": [[-0.194, 0.668, -2.078], [0.503, 1.933, -2.340], [-0.399, 2.926, -2.735], [0.494, -0.093, -1.674], [-0.589, 0.309, -3.043], [-1.037, 0.789, -1.376], [1.092, 2.155, -1.429], [1.216, 1.709, -3.156], [0.149, 3.770, -2.933], [-0.849, 2.665, -3.619], [-0.806, -2.487, 2.868], [-0.051, -1.573, 1.941], [1.161, -1.006, 2.582], [-1.277, -1.927, 3.694], [-0.154, -3.266, 3.298], [-1.599, -2.977, 2.279], [0.315, -2.076, 1.025], [-0.637, -0.688, 1.626], [1.773, -0.595, 1.868], [0.888, -0.234, 3.201]], "orbital_gap_ha": 0.371, "e_homo_ev": -9.18}

***

(3)
{"formula": "C4H14N2", "method": "the ωB97M-V functional and the def2-TZVPD basis", "symbols": ["C", "N", "C", "H", "H", "H", "H", "H", "H", "H", "C", "N", "C", "H", "H", "H", "H", "H", "H", "H"], "xyz": [[1.240, -1.144, -2.269], [1.409, -0.775, -0.806], [2.406, -1.562, -0.199], [2.201, -1.341, -2.774], [0.648, -0.457, -2.896], [0.691, -2.096, -2.176], [1.692, 0.213, -0.783], [3.371, -1.165, -0.558], [2.333, -2.624, -0.489], [2.387, -1.496, 0.902], [-1.235, 1.449, 2.235], [-1.296, 1.334, 0.827], [-2.653, 1.103, 0.287], [-0.250, 1.883, 2.476], [-1.392, 0.560, 2.868], [-2.014, 2.192, 2.472], [-0.516, 0.808, 0.411], [-2.912, 0.036, 0.386], [-2.728, 1.387, -0.776], [-3.383, 1.697, 0.862]], "orbital_gap_ha": 0.335, "e_homo_ev": -8.12}

***

It comes down to (2), which is 0.0146 hartree more stable than the next structure.

***

(1)
{"formula": "C4H5NO", "method": "the ωB97M-V functional and the def2-TZVPD basis", "symbols": ["N", "C", "C", "C", "C", "O", "H", "H", "H", "H", "H"], "xyz": [[1.977, -0.159, 0.195], [2.439, 0.749, -0.408], [0.725, -0.858, -0.017], [-0.414, -0.046, 0.556], [-1.253, 0.821, -0.276], [-1.695, -0.468, 0.137], [0.788, -1.838, 0.448], [0.584, -0.984, -1.095], [-0.314, 0.195, 1.616], [-1.785, 1.653, 0.186], [-1.051, 0.935, -1.342]], "orbital_gap_ha": 0.424, "e_homo_ev": -10.83}

***

(2)
{"formula": "C4H5NO", "method": "the ωB97M-V functional and the def2-TZVPD basis", "symbols": ["O", "C", "C", "C", "C", "N", "H", "H", "H", "H", "H"], "xyz": [[-0.421, -1.097, -1.682], [-0.047, -0.445, -0.545], [0.793, -0.686, 0.546], [0.648, 0.386, 1.436], [-0.228, 1.226, 0.849], [-0.530, 0.808, -0.392], [-0.255, -2.070, -1.333], [1.279, -1.537, 0.800], [1.174, 0.559, 2.369], [-0.659, 2.102, 1.475], [-1.457, 1.176, -0.821]], "orbital_gap_ha": 0.309, "e_homo_ev": -7.65}

***

(3)
{"formula": "C4H5NO", "method": "the ωB97M-V functional and the def2-TZVPD basis", "symbols": ["N", "C", "C", "C", "C", "O", "H", "H", "H", "H", "H"], "xyz": [[2.444, -0.099, -0.022], [1.184, 0.009, 0.046], [0.475, 1.329, 0.137], [-0.901, 0.890, -0.044], [-1.015, -0.621, 0.175], [0.330, -1.073, 0.049], [2.704, -1.089, -0.065], [-0.743, 1.108, -1.138], [-1.729, 1.527, 0.270], [-1.633, -1.141, -0.562], [-1.390, -0.857, 1.179]], "orbital_gap_ha": 0.313, "e_homo_ev": -9.35}

***

It comes down to (2), which is 0.0574 hartree more stable than the next structure.

***

(1)
{"formula": "C5H8N2O2", "method": "the ωB97M-V functional and the def2-TZVPD basis", "symbols": ["C", "C", "N", "C", "C", "O", "C", "N", "O", "H", "H", "H", "H", "H", "H", "H", "H"], "xyz": [[-2.860, 0.148, -0.258], [-1.950, -0.685, 0.223], [-0.265, -0.533, -0.031], [0.391, -1.828, -0.120], [0.149, 0.618, 0.455], [-0.300, 1.689, 0.777], [1.941, 0.759, -0.121], [2.352, 2.039, 0.083], [2.662, -0.098, -0.583], [-2.603, 1.137, -0.625], [-3.918, -0.112, -0.250], [-2.241, -1.645, 0.645], [-0.063, -2.549, 0.565], [0.279, -2.184, -1.145], [1.447, -1.802, 0.150], [3.309, 2.307, -0.110], [1.671, 2.738, 0.346]], "orbital_gap_ha": 0.347, "e_homo_ev": -8.56}

***

(2)
{"formula": "C5H8N2O2", "method": "the ωB97M-V functional and the def2-TZVPD basis", "symbols": ["H", "N", "C", "C", "C", "C", "C", "N", "O", "O", "H", "H", "H", "H", "H", "H", "H"], "xyz": [[-1.743, 0.341, -2.011], [-0.825, 0.105, -1.801], [-0.358, 0.446, -0.714], [-0.930, 1.166, 0.393], [-1.644, 0.077, 1.216], [1.241, -0.429, -0.516], [1.608, -1.367, -1.365], [1.915, -0.131, 0.704], [2.234, -1.098, 1.393], [2.061, 1.021, 1.008], [-1.628, 1.862, -0.124], [-0.176, 1.715, 0.921], [-2.615, 0.100, 1.101], [-1.174, -0.830, 1.002], [-1.548, 0.357, 2.228], [2.595, -1.902, -1.298], [0.985, -1.432, -2.136]], "orbital_gap_ha": 0.365, "e_homo_ev": -10.09}

***

(3)
{"formula": "C5H8N2O2", "method": "the ωB97M-V functional and the def2-TZVPD basis", "symbols": ["C", "C", "C", "C", "C", "N", "N", "O", "O", "H", "H", "H", "H", "H", "H", "H", "H"], "xyz": [[0.803, 0.004, -1.997], [0.155, 0.582, 0.136], [0.598, 1.787, 0.972], [-1.189, -1.662, 0.013], [-0.900, -0.287, 0.760], [1.759, -0.694, -1.163], [1.780, -0.518, 0.011], [0.648, -0.083, -3.173], [-0.022, 0.789, -1.207], [1.424, 2.138, 0.467], [1.033, 1.325, 1.969], [-0.002, 2.604, 1.207], [-1.243, -1.370, -1.044], [-2.078, -1.957, 0.413], [-0.462, -2.394, 0.146], [-0.442, -0.583, 1.709], [-1.861, 0.318, 0.782]], "orbital_gap_ha": 0.326, "e_homo_ev": -9.19}

***

It comes down to (1), which is 0.0182 hartree more stable than the next structure.

***

(1)
{"formula": "C5H8N2O2", "method": "the ωB97M-V functional and the def2-TZVPD basis", "symbols": ["C", "C", "C", "C", "N", "N", "C", "O", "O", "H", "H", "H", "H", "H", "H", "H", "H"], "xyz": [[1.696, 1.138, -0.459], [1.134, 0.203, 0.559], [-0.234, -0.381, 0.319], [-1.070, -1.043, 1.461], [-1.249, 0.977, -0.142], [-1.660, 0.734, -1.223], [-1.094, -0.509, -1.741], [-1.356, -1.023, -2.810], [-0.356, -1.088, -0.839], [1.374, 0.846, -1.460], [2.816, 1.239, -0.307], [1.279, 2.096, -0.451], [1.112, 0.791, 1.435], [1.707, -0.614, 0.571], [-1.999, -1.462, 1.012], [-1.563, -0.176, 2.037], [-0.539, -1.730, 2.036]], "orbital_gap_ha": 0.352, "e_homo_ev": -9.58}

***

(2)
{"formula": "C5H8N2O2", "method": "the ωB97M-V functional and the def2-TZVPD basis", "symbols": ["H", "N", "C", "N", "C", "C", "O", "C", "C", "O", "H", "H", "H", "H", "H", "H", "H"], "xyz": [[-1.149, -1.970, -1.748], [-0.151, -1.791, -1.672], [0.195, -0.935, -0.852], [-0.197, -0.038, 0.110], [-1.047, 1.004, 0.375], [-2.489, 0.689, 0.080], [-0.630, 2.040, 0.830], [1.239, -0.143, -0.206], [2.109, -0.708, 0.895], [1.782, 0.889, -0.939], [-2.787, -0.211, 0.618], [-2.609, 0.510, -0.988], [-3.117, 1.524, 0.382], [3.054, -1.051, 0.465], [1.607, -1.543, 1.378], [2.314, 0.067, 1.640], [1.876, 1.667, -0.369]], "orbital_gap_ha": 0.389, "e_homo_ev": -9.89}

***

(3)
{"formula": "C5H8N2O2", "method": "the ωB97M-V functional and the def2-TZVPD basis", "symbols": ["C", "C", "C", "C", "C", "H", "H", "H", "H", "H", "H", "H", "H", "N", "N", "O", "O"], "xyz": [[0.641, 2.791, 0.799], [-0.191, 0.526, 0.402], [0.624, -1.772, -0.037], [-0.319, -2.421, -1.017], [-0.869, -1.095, -1.547], [-0.435, 2.676, 1.563], [0.709, 3.668, -0.071], [1.761, 2.993, 1.755], [-1.120, -0.348, 1.745], [1.703, -1.996, -0.240], [0.426, -1.680, 1.186], [-1.946, -0.781, -1.447], [-0.730, -0.604, -2.620], [-0.748, 0.542, 1.544], [0.039, -0.513, -0.664], [0.577, 1.629, 0.033], [-0.120, -3.614, -1.384]], "orbital_gap_ha": 0.347, "e_homo_ev": -9.46}

***

(4)
{"formula": "C5H8N2O2", "method": "the ωB97M-V functional and the def2-TZVPD basis", "symbols": ["C", "C", "C", "C", "C", "N", "N", "O", "O", "H", "H", "H", "H", "H", "H", "H", "H"], "xyz": [[-0.704, -0.239, 0.144], [0.510, -0.854, 0.454], [-0.483, 0.924, -0.689], [0.629, -1.961, 1.451], [-1.348, 2.113, -1.113], [1.361, -0.031, -0.108], [0.909, 1.006, -0.716], [1.777, 1.834, -1.149], [3.157, -0.101, -0.106], [-1.620, -0.632, 0.497], [0.760, -3.021, 0.957], [1.660, -1.859, 2.086], [-0.224, -2.032, 2.116], [-1.389, 3.036, -0.483], [-0.958, 2.296, -2.087], [-2.342, 1.839, -1.080], [3.166, 0.589, -0.775]], "orbital_gap_ha": 0.253, "e_homo_ev": -8.07}

***

It comes down to (2), which is 0.0253 hartree more stable than the next structure.